Density functional theory data (ωB97M-V/def2-TZVPD) for C9H24FO3Pb as an isolated structure at a distorted geometry.

Geometry (Å):
Pb 17.18969 15.53620 -24.65466
F 15.20181 14.18586 -24.79117
O 16.23272 12.10457 -26.39330
O 13.21596 15.33464 -26.67766
O 13.90592 14.19911 -21.89669
C 16.61599 9.88837 -27.01530
C 12.37662 12.50469 -22.61254
C 15.71954 10.77021 -26.17237
C 12.46841 14.43099 -27.48495
C 15.79808 10.41530 -24.68656
C 13.28514 14.21802 -28.78392
C 11.87125 15.04764 -22.85451
C 12.49230 13.91169 -22.02840
C 12.29359 13.18820 -26.64144
H 16.80732 10.44678 -24.27268
H 11.89463 13.32111 -25.63786
H 13.53971 15.17062 -29.24529
H 12.40831 15.02684 -23.80735
H 16.19957 8.88077 -26.98242
H 13.84259 14.82711 -26.15319
H 14.67975 10.63489 -26.47629
H 17.67504 9.82478 -26.75764
H 15.50492 9.37177 -24.55679
H 13.25112 12.65850 -26.59910
H 11.48769 14.86106 -27.68826
H 15.14078 11.04129 -24.08135
H 12.67590 13.63852 -29.48200
H 11.69127 12.41062 -27.11928
H 12.15044 16.01192 -22.43051
H 15.77474 12.71630 -25.80551
H 14.18998 13.61732 -28.67483
H 10.80270 14.99482 -23.05546
H 14.27179 13.94935 -22.75373
H 12.16099 13.91809 -20.98980
H 11.32310 12.24330 -22.49764
H 12.68940 12.46118 -23.65680
H 12.97375 11.78379 -22.05553
H 16.71650 10.23215 -28.04611

Output
Charge = +1
Multiplicity = 1
Orbital gap = 0.1665 Eh

Density functional theory data (ωB97M-V/def2-TZVPD) for one molecule with the formula C13H20N2O.

Geometry (Å):
O 0.93109 -0.93708 0.55527
N 1.09161 1.05738 -0.50872
N -0.94890 0.04352 -0.31914
C 1.65640 4.26672 -0.47653
C -3.79270 -2.69278 1.09080
C -1.86435 -2.23187 -0.30240
C -2.82868 -3.10408 0.19088
C 0.15631 -3.66671 -0.68336
C -0.87690 -2.73484 -1.31696
C 2.49784 1.23702 -0.23641
C -3.81922 -1.37391 1.51073
C 2.78350 2.34248 0.78902
C 2.92398 3.74280 0.18978
C 0.40279 -0.01719 -0.02749
C -1.88217 -0.91189 0.15084
C -2.86709 -0.49197 1.04011
H -1.42391 -3.27673 -2.09458
H -0.36274 -1.89479 -1.78468
H 0.59436 1.81939 -0.93758
H 0.83837 -4.04295 -1.44269
H 3.71645 2.09977 1.30055
H 3.20655 4.42784 0.99256
H 3.02669 1.44603 -1.17226
H 2.83994 0.27595 0.15429
H -4.57518 -1.03392 2.20295
H 0.80552 4.17868 0.19646
H 1.44318 3.72403 -1.39497
H 1.98855 2.33721 1.53778
H 1.77608 5.31677 -0.73503
H -0.33137 -4.51155 -0.20271
H -1.33498 0.96764 -0.45104
H 3.73752 3.73954 -0.53936
H -2.87835 0.54023 1.36431
H 0.72620 -3.11979 0.06188
H -4.52913 -3.39373 1.45479
H -2.82726 -4.12720 -0.15710

Output
Relative energy (zero: lowest compared OMol25 entry of this formula, charge and spin) = 0.047 eV
Multiplicity = 1
Orbital gap = 0.3412 Eh

Density functional theory data (ωB97M-V/def2-TZVPD) for one molecule with the formula C4H7NO at a distorted geometry.

Geometry (Å):
O -0.65461 -0.47696 0.65641
N -1.35780 -0.08231 -0.43673
C -2.33685 0.73430 -0.06260
C 2.10021 1.11649 0.01123
C 1.70184 -0.28789 -0.19180
C 0.52507 -1.00370 -0.05101
H -2.26517 0.66303 1.02633
H -3.17173 0.82912 -0.86682
H 0.11286 -1.19452 -1.21571
H 1.52761 2.11343 0.50681
H 2.55151 -0.99934 -0.45302
H 0.95734 -1.78109 0.60516
H 3.08753 1.40598 -0.03190

Output
Relative energy (zero: lowest compared OMol25 entry of this formula, charge and spin) = 6.784 eV
Multiplicity = 1
Orbital gap = 0.3701 Eh

Density functional theory data (ωB97M-V/def2-TZVPD) for a 8-piece molecular cluster, C19H46NO14PS overall at a distorted geometry.

Geometry (Å):
S 1.96448 0.31895 -0.21048
P 0.56602 2.83928 -2.34358
O 1.47510 1.94320 -0.02291
O 3.28998 0.29928 -1.02337
O 1.66772 1.77948 -3.20997
O 1.29833 4.26969 -2.25735
O 2.33986 -0.30028 1.15696
O -0.88949 3.04329 -3.28327
O 0.52130 -0.19303 -1.00072
O -4.80583 -2.35660 0.12244
O 1.72061 -0.81313 3.90898
O -2.30405 -4.08567 -1.29798
O -0.69452 6.40254 0.84653
O 6.53553 -0.93094 -2.57310
O 2.96718 -3.28879 -4.32730
O 1.32443 -2.64852 7.39518
N -4.56500 -0.19185 -3.50228
C -4.58585 0.44369 -2.15586
C -1.00222 0.08112 0.98648
C -1.80041 -0.30737 -2.92682
C -3.42547 0.75592 -1.09575
C 2.41797 -2.12723 8.12781
C 1.86059 0.25338 4.82945
C -3.14273 -0.54182 -3.77030
C 4.35596 -3.41544 -4.08331
C -1.57420 -5.14805 -1.88363
C 6.54700 0.46093 -2.83169
C -1.41786 -1.50355 1.02236
C -1.87997 0.39796 -1.46162
C -2.07674 3.57140 0.25194
C -0.45052 3.36340 0.39237
C -0.55453 7.46905 1.76700
C -6.22146 -2.34279 0.11124
C 0.12115 2.17423 -0.57988
C -0.58422 0.66040 -0.48909
C -0.16135 -2.55425 1.07851
H -1.92372 -5.31121 -2.90612
H 5.75694 -1.11245 -2.01981
H -6.57652 -1.67194 0.89704
H -2.98902 -1.10215 -4.81606
H -0.80310 2.37579 -4.03396
H 4.75068 -4.23230 -4.69201
H -6.59808 -3.35132 0.29845
H -0.15903 3.20959 1.53543
H 1.47989 1.17462 4.38176
H -1.12944 7.23934 2.66716
H 6.61722 1.00723 -1.88794
H -1.73494 -6.05550 -1.29689
H 4.86079 -2.48495 -4.35459
H 0.03806 4.41065 0.09267
H -2.02818 -1.66303 2.03595
H 2.64532 -2.55703 -3.77394
H 2.45925 -1.04275 8.00042
H 0.49929 7.58788 2.03079
H 0.53227 -2.54686 0.12558
H 0.42393 -2.41924 2.08372
H -2.60567 2.83779 1.00678
H -2.44709 4.66167 0.47449
H -2.14202 -3.29480 -1.83977
H -3.68395 1.24451 -0.05470
H 5.63275 0.74172 -3.36044
H 2.91442 0.37221 5.09324
H 2.28141 -2.36266 9.18587
H -2.36520 3.34146 -0.88159
H -0.63472 -3.64969 1.11210
H -0.50953 -4.90208 -1.88602
H 1.17595 0.96680 -3.54240
H -0.76022 -0.66233 -3.35138
H -0.14874 0.25225 1.76916
H -5.68295 0.77666 -1.81427
H -0.93523 8.39028 1.31930
H 4.52236 -3.63804 -3.02653
H -2.13094 -1.85446 0.16402
H -4.52028 -2.95970 -0.58466
H -1.92811 0.71987 1.35130
H 1.28568 0.02368 5.72961
H 2.24110 -0.58102 3.12127
H 1.47341 -2.42429 6.46094
H 3.34583 -2.58219 7.77235
H 7.41286 0.69970 -3.45366
H -0.17402 6.63465 0.05882
H -6.57554 -1.98421 -0.85845

Output
Multiplicity = 1
Orbital gap = 0.3176 Eh

Density functional theory data (ωB97M-V/def2-TZVPD) for C31H34BrN6NaO4S2Se2 as an isolated structure at a distorted geometry.

Geometry (Å):
Br 2.36433 -7.14242 2.10963
Se -0.16038 4.85209 -3.00243
Se 2.05241 1.47572 -3.64773
S -2.65671 0.23810 -3.53106
S -5.03416 -1.09022 -2.40954
Na -0.19604 -0.78453 -1.49707
O 6.89936 -2.01872 3.15400
O 1.44157 -2.22840 -1.88778
O -0.06986 -3.16598 -0.57592
O 0.94219 0.58833 -0.01642
N -3.31714 0.04866 -0.83042
N 5.24237 -0.83402 2.14951
N 4.30674 -5.11882 -0.91917
N 4.83785 -2.89390 3.31131
N -2.09779 0.63033 -0.53409
N 3.50614 0.17298 0.95862
C 0.60253 1.49458 0.78373
C -6.86451 0.61671 0.74093
C 0.31673 1.92765 -2.93812
C -3.55554 -0.15587 -2.08299
C -6.86710 2.62338 -1.08855
C 1.53114 2.42987 1.39937
C 3.53653 -2.88017 2.88572
C 5.70797 -1.88281 2.87689
C 3.09901 2.41754 -2.34525
C -7.45758 2.84549 0.11792
C -2.78670 0.19421 1.75365
C 3.45500 -4.16935 -1.25629
C 1.09441 3.37374 2.27741
C -0.79630 1.57624 1.25739
C 5.42114 -3.99437 4.05794
C 1.09273 -3.06129 -1.06025
C 3.94292 -5.89193 0.12420
C -1.90084 0.76598 0.69850
C -5.81890 -0.98979 -0.81143
C -0.50649 3.02058 -3.54981
C 3.97129 -0.82080 1.81215
C 1.28259 5.09543 -4.27919
C -6.39372 1.35109 -1.47606
C 2.15131 -4.05203 -0.67986
C -0.25599 3.45667 2.68492
C 2.73386 -5.79976 0.75682
C -7.47836 1.79774 1.07211
C -6.37027 0.37339 -0.49701
C 1.79075 -4.91544 0.34004
C 3.01403 -1.87988 2.15960
C -1.13976 2.49428 2.19248
H -8.00138 1.91818 1.98618
H 4.60214 -6.67443 0.34168
H 1.45380 4.20304 -4.86362
H 6.38052 -4.34673 3.59884
H -2.19132 0.09416 2.64725
H 4.66918 -4.75743 4.08436
H -3.69785 0.81182 1.88633
H 5.66670 -3.71321 5.08677
H 3.32685 3.40547 -2.76706
H 1.02773 5.85915 -4.95279
H -3.24805 -0.77518 1.42696
H 0.41487 2.16513 -1.87581
H -0.64847 4.22171 3.32105
H -6.77559 3.40608 -1.81933
H 2.28625 5.39445 -3.91422
H 4.06606 1.88956 -2.12117
H -2.21958 2.62428 2.41127
H -0.55483 3.04169 -4.62783
H 2.54128 2.41231 1.13411
H -7.98005 3.78775 0.28897
H 2.45376 2.46130 -1.41369
H -5.11387 -1.21074 -0.04329
H 2.92976 -3.68974 3.12103
H 3.74943 -3.47920 -2.03674
H 1.95060 -1.93445 1.92829
H -0.18402 0.94837 -3.00229
H -6.13670 1.17375 -2.53536
H 4.26224 0.56049 0.43214
H 0.83574 -4.74685 0.82338
H -1.52279 2.88757 -3.23342
H -6.78834 -0.19215 1.50474
H -6.56616 -1.78928 -0.72625
H 1.80057 3.99584 2.72528
H 2.59879 -0.04304 0.42578

Output
Relative energy (zero: lowest compared OMol25 entry of this formula, charge and spin) = 0.930 eV
Charge = -2
Multiplicity = 1
Orbital gap = 0.2037 Eh